DFT (wB97M-V/def2-TZVPD) results for one molecule with the formula C2H5NO.

```
9
Properties=species:S:1:pos:R:3:forces:R:3
C 1.086 0.401 -0.857 -0.1336 -0.4404 0.0623
N -0.356 0.472 -0.157 -0.0273 0.3746 -0.0342
C -0.599 -0.521 0.875 0.4050 -0.0616 0.4550
O -0.111 -0.414 1.963 -0.3963 0.0224 -0.5518
H 1.703 -0.077 -0.082 -0.0905 0.1336 -0.1225
H 0.949 -0.330 -1.665 -0.0818 -0.0841 0.1218
H -0.367 1.401 0.253 -0.0986 -0.0121 0.1198
H -1.063 0.426 -0.890 0.1663 0.0770 0.0874
H -1.243 -1.358 0.559 0.2568 -0.0093 -0.1377
```
Positions in Å, forces in eV/Å.

Summary:
- DFT total energy (Eh) = -209.07038
- gap between HOMO and LUMO (Ha) = 0.2815
- energy relative to the best compared isomer or geometry (same formula, charge and spin) (kJ/mol) = 398.9
- highest occupied orbital energy (eV) = -7.3


DFT (wB97M-V/def2-TZVPD) results for a 2-piece molecular cluster, C3H11N overall at a distorted geometry.

```
15
Properties=species:S:1:pos:R:3:forces:R:3
C -0.102 -1.034 -2.384 -0.6052 0.2801 0.8882
C -1.310 -1.664 -3.070 0.4816 -0.1767 -1.1749
H 0.007 0.046 -2.503 -0.0652 -0.0747 -0.3702
H -0.223 -1.163 -1.307 0.1894 -0.1418 0.1010
H 0.817 -1.535 -2.663 0.1512 0.0692 -0.1848
H -1.413 -1.347 -4.117 0.0219 0.1823 0.2339
H -2.282 -1.552 -2.606 0.0533 0.2616 0.3502
H -1.100 -2.723 -3.159 -0.2256 -0.3965 0.1631
C 0.893 1.251 2.076 -0.8774 -0.0444 -0.9623
N 0.494 1.332 3.464 0.7794 0.0184 1.2817
H 1.900 1.537 1.782 0.2604 0.3922 0.5505
H 0.792 0.230 1.693 -0.1403 0.0096 0.1496
H 0.209 1.873 1.486 0.1828 -0.1509 -0.0911
H -0.169 2.049 3.713 -0.1945 0.1173 -0.6044
H 1.265 1.504 4.106 -0.0120 -0.3457 -0.3304
```
Positions in Å, forces in eV/Å.

Summary:
- DFT total energy (Eh) = -175.62121
- gap between HOMO and LUMO (Ha) = 0.3762
- energy relative to the best compared isomer or geometry (same formula, charge and spin) (kJ/mol) = 57.8
- highest occupied orbital energy (eV) = -9.1


DFT (wB97M-V/def2-TZVPD) results for a 3-piece molecular cluster, C3H6N2O3 overall at a distorted geometry.

```
14
Properties=species:S:1:pos:R:3:forces:R:3
C 0.922 -0.351 1.136 0.0047 -0.0085 -0.2299
N 0.153 0.217 0.046 -0.2874 -0.6032 -2.2279
C -0.298 -0.222 -1.022 0.6600 0.4803 1.7489
C -2.418 1.067 0.722 -0.0086 0.0082 0.1603
O 1.847 0.325 -1.395 1.6050 -1.1320 -0.9056
O 2.507 -0.894 -1.577 -0.8365 1.1810 0.1898
N -1.882 -0.057 0.738 -1.7148 0.0860 0.8952
O -0.858 -0.534 -1.995 0.4109 0.1770 0.3003
H 2.050 -1.285 -2.343 0.0801 0.1127 0.0437
H 1.711 -0.990 0.739 -0.0616 -0.0013 0.1230
H 0.257 -0.919 1.787 0.0113 0.0221 -0.0148
H 1.372 0.472 1.686 -0.0266 -0.0529 0.0337
H -3.390 1.214 1.223 0.1213 -0.0754 -0.1642
H -1.973 1.958 0.255 0.0420 -0.1940 0.0475
```
Positions in Å, forces in eV/Å.

Summary:
- DFT total energy (Eh) = -452.87604
- gap between HOMO and LUMO (alpha / beta) (Ha) = 0.3632 / 0.2805
- energy relative to the best compared isomer or geometry (same formula, charge and spin) (kJ/mol) = 853.2
- highest occupied orbital energy (alpha / beta) (eV) = -9.6 / -8.4


DFT (wB97M-V/def2-TZVPD) results for C24H30NO5RhS as an isolated structure at a distorted geometry.

```
62
Properties=species:S:1:pos:R:3:forces:R:3
C -4.680 0.390 -5.405 -0.7493 0.9697 -0.6120
C -3.533 1.040 -4.642 -0.0864 0.1134 0.4482
C -4.520 -1.124 -5.278 -0.3804 0.0298 -0.1581
C -3.085 -1.432 -4.779 0.3113 0.9667 -0.8065
H -4.730 -1.559 -6.252 0.0592 -0.1639 -0.0157
H -5.286 -1.502 -4.601 0.2275 -0.0785 0.1971
C -2.398 0.046 -4.765 0.2098 -0.3162 -0.6064
H -3.761 1.180 -3.572 -0.1941 0.0592 -0.4394
H -3.290 2.008 -5.104 0.0426 -0.2945 0.4671
C -1.145 0.575 -4.015 0.5988 0.4828 0.1668
H -2.065 0.116 -5.816 -0.0171 0.0530 0.0465
H -2.553 -1.992 -5.562 -0.0706 0.0977 0.1550
C -3.167 -2.261 -3.586 0.2344 0.3231 0.7997
C -6.020 0.901 -4.899 0.0314 -0.2207 2.0901
C -4.729 0.796 -6.881 0.2797 -1.2241 -0.6947
O -5.162 0.084 -7.772 0.5167 0.6754 0.7127
O -6.335 0.969 -3.722 0.1998 -0.1144 -1.5590
O -6.833 1.294 -5.892 -0.5551 0.1809 0.1691
O -4.285 2.040 -7.117 -0.3135 -0.1476 -0.3892
C -4.588 2.445 -8.454 0.0573 0.1760 0.0384
H -4.270 3.479 -8.518 0.0307 0.0838 -0.0877
H -5.665 2.353 -8.615 0.1109 0.0637 -0.1074
H -4.064 1.821 -9.182 -0.0619 0.1114 0.1043
C -8.101 1.781 -5.454 -0.1626 0.1157 0.0296
H -8.625 1.023 -4.861 0.1448 0.1739 -0.1164
H -8.651 2.004 -6.367 -0.0216 -0.0153 0.0659
H -7.982 2.689 -4.853 -0.0010 -0.2282 -0.0775
O -0.990 0.453 -2.651 -1.3463 -0.6249 -0.9435
H -1.201 1.674 -4.139 -0.0390 0.0012 -0.7660
H -0.239 0.255 -4.582 -0.2434 -0.1797 0.2317
C -2.226 -3.377 -3.399 0.6234 -0.2160 0.2116
C -3.818 -1.686 -2.383 -0.0849 0.2054 0.6116
H -4.730 -2.218 -2.064 0.1014 -0.0287 -0.0444
H -4.094 -0.632 -2.512 -0.0044 -0.2629 0.0186
H -3.104 -1.726 -1.542 -0.2706 0.0845 -0.1503
H -1.807 -3.303 -2.384 -0.0011 -0.2912 -0.2497
H -1.391 -3.272 -4.105 -0.0662 -0.2401 0.0692
H -2.673 -4.375 -3.535 0.0221 0.0497 0.0201
Rh 0.474 -0.545 -1.783 -11.5038 -4.6693 -1.1588
C 2.238 -1.154 -1.144 3.6835 0.0373 1.0618
C 2.361 -0.588 -2.452 2.3399 0.0070 -1.4131
C 1.831 0.751 -2.409 3.4371 2.0729 -0.1510
H 2.796 -1.102 -3.313 -0.2199 0.2917 0.2667
C 1.454 1.023 -1.040 1.6651 2.0419 0.4021
C 1.718 -0.156 -0.274 2.1435 0.6016 2.0530
H 1.598 -0.275 0.798 -0.3321 0.1109 -0.2438
H 2.648 -2.102 -0.823 -0.3445 -0.1183 -0.1609
H 1.768 1.447 -3.244 -0.0595 -0.2765 0.1948
H 1.006 1.933 -0.645 0.0108 -0.3993 -0.1447
C -2.280 0.392 1.539 0.1068 0.7625 -0.5144
C -1.225 1.255 1.954 -0.4820 0.1580 -0.5975
C -1.047 2.251 0.948 -0.5433 -0.5554 -0.0676
H -0.630 1.158 2.860 -0.1001 -0.0380 -0.1022
C -1.966 1.983 -0.108 -0.2221 -0.2946 0.8584
C -2.745 0.842 0.264 0.7448 0.5955 0.5567
H -3.542 0.402 -0.333 0.2092 0.0018 0.1261
H -2.631 -0.482 2.082 0.0694 0.1442 -0.1452
H -0.326 3.065 0.979 -0.0269 -0.0859 -0.0222
H -2.049 2.542 -1.039 0.0228 -0.1434 0.1424
S -0.179 -2.264 2.038 0.5297 -0.4423 1.5373
C -0.557 -2.245 0.496 -1.2137 0.1902 -4.4557
N -0.837 -2.191 -0.684 0.9528 -0.3629 3.1485
```
Positions in Å, forces in eV/Å.

Summary:
- DFT total energy (Eh) = -1871.92931
- gap between HOMO and LUMO (alpha / beta) (Ha) = 0.1138 / 0.1241
- highest occupied orbital energy (alpha / beta) (eV) = 0.7 / 0.4
- charge = -2
- multiplicity = 5


DFT (wB97M-V/def2-TZVPD) results for a 2-piece molecular cluster, C3H11NS2 overall at a distorted geometry.

```
17
Properties=species:S:1:pos:R:3:forces:R:3
C 2.375 0.844 1.027 0.2961 0.7748 0.3214
S 3.446 0.110 -0.233 0.9477 0.8222 0.7804
S 1.912 -1.526 -1.033 -1.1643 -1.0447 -0.6349
H 1.722 0.219 1.645 0.1111 -0.5440 -0.4954
H 3.051 1.317 1.744 -0.0778 0.1727 0.0141
H 1.760 1.639 0.594 -0.0889 -0.0414 0.0282
H 1.888 -0.809 -2.162 -0.1028 -0.0971 -0.0055
C -1.953 -0.422 -1.294 -1.5300 -0.3448 0.9454
N -1.428 0.528 -0.323 0.3629 -0.0827 -0.8611
C -1.412 -0.068 0.993 0.1655 0.5323 0.6404
H -2.891 -0.713 -0.795 -0.1770 -0.2256 -0.4853
H -1.430 -1.373 -1.443 0.5961 0.2983 -0.0084
H -2.263 0.007 -2.245 0.4127 0.2620 -0.0585
H -0.499 0.823 -0.602 0.1463 -0.1783 0.2191
H -0.877 -1.021 1.083 0.0242 -0.0392 -0.1915
H -0.963 0.638 1.696 0.1581 -0.0740 -0.0523
H -2.439 -0.193 1.349 -0.0798 -0.1905 -0.1563
```
Positions in Å, forces in eV/Å.

Summary:
- DFT total energy (Eh) = -972.00196
- gap between HOMO and LUMO (alpha / beta) (Ha) = 0.1759 / 0.2566
- energy relative to the best compared isomer or geometry (same formula, charge and spin) (kJ/mol) = 15.7
- highest occupied orbital energy (alpha / beta) (eV) = -0.9 / -3.3
- charge = -1
- multiplicity = 2


DFT (wB97M-V/def2-TZVPD) results for a 2-piece molecular cluster, CF4OS overall at a distorted geometry.

```
7
Properties=species:S:1:pos:R:3:forces:R:3
C -1.776 -0.212 0.457 -0.2615 -2.6156 -0.3969
O 2.516 0.365 -1.362 0.2813 0.1975 -1.1704
F -1.647 -0.274 1.773 -0.1147 1.1449 -0.2505
F -2.239 0.921 0.113 -0.8291 1.1683 0.9079
F -0.023 0.692 -0.448 4.1685 -1.0068 -0.1430
F 1.399 -1.532 -0.303 0.0620 1.4817 -0.1785
S 1.770 0.041 -0.230 -3.3065 -0.3700 1.2314
```
Positions in Å, forces in eV/Å.

Summary:
- DFT total energy (Eh) = -910.86718
- gap between HOMO and LUMO (Ha) = 0.3269
- energy relative to the best compared isomer or geometry (same formula, charge and spin) (kJ/mol) = 232.1
- highest occupied orbital energy (eV) = -10.0


Among the records above, which one has the highest DFT total energy? C3H11N